No. 1
Entry from OMol25: a structure of composition C5H11N3O in a non-equilibrium geometry (wB97M-V/def2-TZVPD).

Last column: Löwdin charge in e.
Element x y z (Å)
O1 3.48 -1.00 0.14  -0.070
C1 -0.70 1.16 1.07  -0.142
C2 1.33 -1.13 -0.21  -0.115
C3 0.53 1.65 -0.90  -0.152
C4 0.06 -0.72 -0.20  -0.336
H1 0.26 1.49 1.79  0.115
H2 -1.28 2.40 0.62  0.150
H3 -3.21 -2.06 -0.97  0.156
H4 -2.64 -0.33 -0.31  0.071
H5 -0.49 2.48 -1.16  0.156
H6 -1.61 0.31 1.56  0.146
H7 1.45 -2.27 -0.65  0.184
N1 -0.27 0.69 -0.21  -0.315
H8 -2.65 -2.07 0.83  0.113
H9 1.46 2.17 -0.57  0.075
H10 4.10 -0.19 0.84  0.285
H11 0.90 0.94 -1.68  0.082
N2 2.38 -0.40 0.17  -0.101
N3 -0.90 -1.72 -0.04  -0.011
C5 -2.22 -1.40 -0.12  -0.292

Calculated values
LUMO energy = -0.365 eV
2S+1 = 1
F_max = 8.5 eV/Å
E_tot = -436.2249 Ha
Energy relative to the best compared isomer or geometry (same formula, charge and spin) = 264.9 kcal/mol


No. 2
Entry from OMol25: a structure of composition C5H11N3O in a non-equilibrium geometry (wB97M-V/def2-TZVPD).

Last column: Löwdin charge in e.
Element x y z (Å)
C1 -1.03 1.10 0.30  -0.258
O1 1.07 1.12 -0.46  -0.190
H1 -1.50 -2.21 -0.09  0.183
H2 -1.74 1.82 0.82  0.152
H3 0.15 -1.43 -0.86  0.069
C2 1.50 0.01 0.28  -0.577
H4 0.11 -0.64 1.80  0.137
N1 -2.64 -0.43 -0.40  -0.101
H5 1.74 0.56 1.27  0.153
H6 -3.23 -0.92 0.67  0.197
N2 -0.09 1.84 0.27  0.131
C3 -0.55 -1.41 -0.06  -0.149
C4 2.64 -0.53 -0.50  -0.051
C5 0.55 -1.07 0.84  -0.215
H7 0.84 -2.01 1.00  0.072
H8 3.70 -0.67 0.24  0.137
H9 -3.41 0.25 -0.82  0.124
N3 -1.32 -0.14 -0.33  -0.212
H10 2.48 0.58 -1.39  0.210
H11 2.04 -1.87 -0.90  0.188

Calculated values
LUMO energy = 0.580 eV
2S+1 = 1
F_max = 7.8 eV/Å
E_tot = -436.2053 Ha
Energy relative to the best compared isomer or geometry (same formula, charge and spin) = 277.2 kcal/mol


No. 3
Entry from OMol25: an isolated molecule of C5H11N3O in a non-equilibrium geometry (wB97M-V/def2-TZVPD).

Last column: Löwdin charge in e.
Element x y z (Å)
C1 -1.69 0.98 -0.21  -0.331
H1 0.46 0.81 -1.39  0.085
C2 1.03 -0.09 -1.24  -0.219
O1 2.36 0.03 -0.85  -0.103
H2 -1.57 -1.69 0.97  0.140
C3 0.78 -0.25 1.01  -0.145
H3 0.93 -1.09 1.87  0.146
H4 2.23 1.31 0.60  0.084
C4 0.05 -0.78 -0.22  -0.312
H5 0.20 -1.91 -0.18  0.153
H6 0.92 -0.78 -2.20  0.159
N1 -1.02 2.04 -0.05  0.090
C5 2.19 0.27 0.54  -0.202
H7 -2.39 -2.08 -0.47  0.080
H8 -2.76 1.14 -0.32  0.114
H9 0.26 0.65 1.45  0.100
H10 -1.64 2.89 0.16  0.091
N2 -1.30 -0.26 -0.71  -0.079
H11 3.17 0.02 1.14  0.152
N3 -2.19 -1.22 0.11  -0.005

Calculated values
LUMO energy = 0.733 eV
SMILES string = [H]/N=C/N(N)[C@@H]1CCOC1
2S+1 = 1
F_max = 6.0 eV/Å
E_tot = -436.4562 Ha
Energy relative to the best compared isomer or geometry (same formula, charge and spin) = 119.8 kcal/mol


No. 4
Entry from OMol25: a cluster of 2 separate species, C5H11N3O2 in total in a non-equilibrium geometry (wB97M-V/def2-TZVPD).

Last column: Löwdin charge in e.
Element x y z (Å)
H1 -0.47 1.34 -0.39  0.137
H2 1.54 -2.62 0.73  0.117
H3 2.92 0.72 -0.67  0.015
C1 -2.38 -0.57 -0.62  -0.161
H4 1.24 -1.06 1.68  0.117
N1 -1.79 -1.14 1.63  0.093
H5 0.00 0.98 1.28  0.124
H6 4.04 1.37 0.15  0.029
H7 -2.60 2.06 0.41  0.077
N2 -3.21 -0.59 -1.41  0.174
H8 -2.76 -1.43 1.54  0.090
O1 3.53 1.48 -0.66  -0.064
H9 -1.70 -0.49 2.41  0.084
C2 1.06 -1.64 0.77  -0.102
N3 -1.85 1.89 1.07  0.018
H10 -0.52 -2.29 -0.61  0.153
C3 -1.30 -0.50 0.41  -0.469
C4 -0.18 -1.45 0.01  -0.226
C5 -0.85 0.98 0.57  -0.211
H11 -2.26 1.57 1.95  0.065
O2 1.08 -0.89 -0.44  -0.062

Calculated values
LUMO energy = 0.601 eV
SMILES string = N#C[C@](N)(CN)[C@@H]1CO1.O
2S+1 = 1
F_max = 1.5 eV/Å
E_tot = -511.7997 Ha
Energy relative to the best compared isomer or geometry (same formula, charge and spin) = 66.8 kcal/mol


No. 5
Entry from OMol25: a cluster of 2 separate species, C5H11N3OS in total in a non-equilibrium geometry (wB97M-V/def2-TZVPD).

Last column: Löwdin charge in e.
Element x y z (Å)
H1 -1.09 2.50 -1.47  0.040
N1 -0.70 1.90 0.99  0.081
O1 1.74 -0.86 -1.09  -0.354
H2 -0.33 1.56 1.88  0.089
H3 -0.31 2.87 0.88  0.114
H4 -0.72 1.02 -2.13  0.079
H5 2.43 -1.25 1.40  0.099
H6 0.19 -2.83 1.48  0.085
C1 -1.05 -1.54 0.52  -0.189
H7 -0.64 -3.63 0.07  0.111
H8 1.53 1.90 -1.30  0.018
H9 -2.09 -1.92 0.41  0.120
N2 1.73 1.63 -0.38  -0.167
H10 -2.32 1.44 -1.45  0.121
C2 -1.21 1.51 -1.34  -0.042
H11 0.81 -2.29 -0.20  0.048
N3 2.08 -0.21 1.33  -0.194
C3 -0.90 -0.32 0.15  -0.066
S1 1.74 0.18 -0.07  0.619
C4 -0.09 -2.64 0.40  -0.128
C5 -0.82 0.97 -0.06  -0.484

Calculated values
LUMO energy = 0.448 eV
SMILES string = CC=C=C(C)N.N=S(=N)=O
2S+1 = 1
F_max = 3.8 eV/Å
E_tot = -834.6163 Ha
Energy relative to the best compared isomer or geometry (same formula, charge and spin) = 108.3 kcal/mol


No. 6
Entry from OMol25: a cluster of 2 separate species, C5H11N3S2 in total in a non-equilibrium geometry (wB97M-V/def2-TZVPD).

Last column: Löwdin charge in e.
Element x y z (Å)
H1 -0.04 1.74 -1.39  0.157
C1 -2.98 -0.73 0.07  -0.121
C2 3.50 -0.30 -0.20  -0.678
H2 -4.46 -0.85 1.48  0.168
S1 -0.11 -1.66 -0.10  0.683
H3 5.36 -0.74 0.75  0.158
C3 3.82 0.81 0.68  -0.013
C4 -0.64 -0.12 -0.56  -0.785
S2 2.55 -1.15 -1.16  0.888
H4 4.43 1.67 0.36  0.152
H5 -4.76 0.37 0.24  0.208
N1 0.11 0.74 -1.16  0.074
H6 -2.61 -1.83 0.04  0.125
H7 1.03 0.34 -1.59  0.045
H8 -5.02 -1.16 -0.07  0.197
H9 4.22 -0.91 1.75  0.152
N2 -4.39 -0.58 0.52  0.226
N3 4.43 -0.53 0.89  0.152
H10 3.09 1.14 1.42  0.141
C5 -2.11 0.19 -0.21  -0.077
H11 -2.23 1.29 -0.41  0.149

Calculated values
LUMO energy (spin up / spin down) = -7.327 / -7.327 eV
2S+1 = 1
Net charge = +2
F_max = 4.8 eV/Å
E_tot = -1157.0271 Ha
Energy relative to the best compared isomer or geometry (same formula, charge and spin) = 33.8 kcal/mol